Entry 1:
Formula: C21H41Cl6FN2
Source: the OMol25 dataset
Level of theory: wB97M-V/def2-TZVPD

Each line ends with the Mulliken charge.
Positions of all 71 atoms, in Å:
C -2.998 1.045 4.113  -1.398
C -1.736 1.415 4.921  -0.307
N -0.463 1.192 4.245  0.040
C 0.682 1.562 5.085  -0.316
C 0.771 3.073 5.343  -1.389
C -0.391 -0.203 3.764  -0.092
C 0.807 -0.452 2.860  -1.162
H -3.165 -0.020 3.899  0.333
H -2.961 1.600 3.166  0.333
H -3.864 1.419 4.663  0.423
H -1.841 2.476 5.176  0.264
H -1.755 0.850 5.894  0.334
H 0.674 0.991 6.051  0.378
H 1.586 1.268 4.548  0.278
H -0.098 3.468 5.881  0.401
H 1.665 3.324 5.918  0.417
H 0.841 3.592 4.384  0.288
H -1.309 -0.427 3.228  0.223
H -0.356 -0.899 4.628  0.233
H 0.669 -1.340 2.248  0.123
H 1.714 -0.611 3.448  0.415
H 0.964 0.402 2.194  0.260
C -2.597 1.839 -3.235  -1.188
C -3.151 0.557 -3.881  -0.604
N -2.166 -0.479 -4.258  0.687
C -1.347 -0.024 -5.405  -0.555
C -0.124 -0.880 -5.685  -1.114
C -2.803 -1.776 -4.607  -0.484
C -3.350 -2.491 -3.369  -1.210
H -2.322 1.655 -2.193  0.239
H -3.396 2.584 -3.235  0.387
H -1.729 2.248 -3.741  0.304
H -3.841 0.120 -3.154  0.263
H -3.762 0.825 -4.775  0.415
H -0.982 0.987 -5.185  0.327
H -1.980 0.037 -6.324  0.285
H 0.605 -0.261 -6.213  0.423
H -0.320 -1.753 -6.307  0.339
H 0.353 -1.211 -4.759  0.095
H -3.619 -1.631 -5.351  0.304
H -2.040 -2.387 -5.095  0.296
H -4.337 -2.095 -3.098  0.375
H -3.464 -3.569 -3.503  0.393
H -2.677 -2.328 -2.521  0.134
F 4.220 3.783 3.605  -0.282
C 4.464 3.297 2.358  0.468
C 5.597 3.673 1.639  -0.686
C 5.764 3.090 0.387  -0.248
C 4.878 2.136 -0.098  -0.586
C 3.740 1.816 0.633  0.106
C 3.529 2.386 1.871  -0.405
H 6.264 4.428 2.037  0.424
H 6.580 3.392 -0.256  0.346
H 5.038 1.681 -1.068  0.393
H 3.044 1.088 0.226  0.182
H 2.678 2.139 2.501  0.277
Cl 0.457 -3.997 -3.780  -0.095
C 2.171 -4.342 -4.145  -0.354
Cl 3.211 -3.952 -2.778  -0.134
H 2.238 -5.401 -4.317  0.335
H 2.476 -3.778 -5.013  0.255
Cl 0.330 -4.284 2.025  -0.147
C -1.329 -3.920 2.608  0.004
Cl -1.345 -3.461 4.315  -0.150
H -1.699 -3.093 2.031  -0.054
H -1.943 -4.794 2.494  0.354
Cl -1.004 -1.329 0.056  -0.126
C -0.218 -1.147 -1.528  0.531
Cl 1.436 -0.468 -1.474  -0.211
H -0.148 -2.130 -1.955  -0.076
H -0.817 -0.501 -2.143  -0.312

E_LUMO	0.50	eV
charge	0
SMILES string	CCN(CC)CC.CCN(CC)CC.Fc1ccccc1.ClCCl.ClCCl.ClCCl
HOMO-LUMO gap	0.3197	hartree

Entry 2:
Formula: C21H41F3NO21P2Pt
Source: the OMol25 dataset
Level of theory: wB97M-V/def2-TZVPD

Each line ends with the Mulliken spin population.
Positions of all 90 atoms, in Å:
Pt 3.700 -0.296 -3.545  0.883
C -7.515 0.649 -1.283  0.000
N -6.172 0.234 -0.659  0.000
C -6.431 -0.395 0.700  0.000
C -5.375 -0.819 -1.505  0.000
C -5.286 1.471 -0.506  0.000
C -3.781 1.261 -0.299  0.000
O -3.521 0.375 0.763  0.000
H -7.981 1.384 -0.627  0.000
H -8.176 -0.218 -1.270  0.000
H -7.367 1.069 -2.278  0.000
H -5.517 -0.836 1.099  0.000
H -7.176 -1.184 0.602  0.000
H -6.846 0.251 1.474  0.000
H -5.019 -0.296 -2.393  0.000
H -6.197 -1.505 -1.707  0.000
H -4.578 -1.266 -0.910  0.000
H -5.822 2.023 0.266  0.000
H -5.495 2.025 -1.420  0.000
H -3.448 2.278 -0.095  0.000
H -3.306 0.990 -1.241  0.000
H -2.617 0.077 0.642  0.000
C 1.792 -0.334 -0.434  -0.053
O 1.172 -0.231 0.606  0.126
O 1.296 -0.364 -1.611  0.536
O 3.001 -0.200 -0.555  0.505
C 3.883 -7.685 -4.991  0.000
O 3.641 -6.323 -5.081  0.000
P 3.043 -5.505 -3.776  0.002
O 3.221 -4.040 -3.771  0.002
O 1.426 -5.991 -3.706  0.000
C 0.574 -5.446 -2.639  0.000
O 3.691 -6.324 -2.552  0.000
C 3.623 -5.797 -1.164  0.000
H 3.597 -8.107 -5.955  0.000
H 3.423 -8.207 -4.153  0.000
H 4.962 -7.793 -4.878  0.000
H 1.025 -4.682 -2.006  0.000
H 0.095 -6.189 -2.001  0.000
H -0.327 -4.926 -2.963  0.000
H 3.715 -4.711 -1.186  0.000
H 4.439 -6.289 -0.634  0.000
H 2.708 -6.052 -0.629  0.000
C 4.231 6.283 7.193  0.000
O 3.525 6.070 5.937  0.000
P 1.917 6.202 6.035  0.000
O 1.422 5.370 7.119  0.000
O 1.338 5.902 4.561  0.000
C 1.141 4.515 4.259  0.000
O 1.668 7.799 6.158  0.000
C 2.537 8.737 5.590  0.000
H 5.013 7.025 7.037  0.000
H 4.691 5.314 7.389  0.000
H 3.647 6.320 8.113  0.000
H 1.775 4.275 3.406  0.000
H 0.105 4.349 3.965  0.000
H 1.489 3.791 4.996  0.000
H 3.367 8.266 5.062  0.000
H 2.981 9.439 6.297  0.000
H 1.945 9.203 4.803  0.000
C 4.781 4.182 0.295  0.000
C 5.835 4.976 1.052  0.000
O 5.591 6.241 0.819  0.000
C 4.558 6.388 0.002  0.000
O 4.144 7.469 -0.353  0.000
O 4.091 5.246 -0.361  0.000
F 6.972 4.560 0.543  0.000
H 4.301 3.411 0.898  0.000
H 5.264 3.573 -0.469  0.000
H 5.679 4.824 2.120  0.000
C -1.585 -1.962 -6.543  0.000
C -0.691 -2.704 -7.558  0.000
O -1.107 -2.125 -8.754  0.000
C -1.752 -0.954 -8.564  0.000
O -2.030 -0.132 -9.467  0.000
O -1.984 -0.836 -7.246  0.000
F -1.152 -3.946 -7.625  0.000
H -1.131 -1.680 -5.593  0.000
H -2.452 -2.532 -6.208  0.000
H 0.384 -2.602 -7.407  0.000
C -1.923 -3.952 3.114  0.000
C -2.827 -3.699 4.379  0.000
O -2.217 -4.520 5.348  0.000
C -1.244 -5.224 4.852  0.000
O -0.489 -5.957 5.487  0.000
O -1.075 -4.930 3.503  0.000
F -4.098 -4.151 4.124  0.000
H -1.266 -3.082 3.088  0.000
H -2.562 -4.186 2.263  0.000
H -2.879 -2.635 4.610  0.000

E_LUMO (spin up / spin down)	-5.69 / -5.53	eV
charge	+1
expectation value of S²	2.054
2S+1	3
HOMO-LUMO gap (spin up / spin down)	0.2284 / 0.2287	hartree

Entry 3:
Formula: C21H41O3P3Tc
Source: the OMol25 dataset
Level of theory: wB97M-V/def2-TZVPD

Each line ends with the Mulliken spin population.
Positions of all 69 atoms, in Å:
P -2.427 -1.889 0.137  0.555
C -2.068 -3.528 0.895  0.095
H -2.949 -4.178 0.797  0.027
H -1.796 -3.420 1.954  -0.012
H -1.218 -3.983 0.369  -0.003
C -4.043 -1.466 0.892  0.079
H -4.522 -0.685 0.287  -0.005
H -3.877 -1.070 1.903  -0.005
H -4.678 -2.360 0.935  0.037
C -3.025 -2.495 -1.494  0.082
H -3.942 -3.079 -1.355  0.030
H -2.256 -3.118 -1.962  -0.005
H -3.225 -1.646 -2.155  -0.003
P 1.551 0.533 -2.752  -0.028
C 2.861 -0.725 -2.593  0.013
H 3.561 -0.645 -3.436  0.000
H 2.417 -1.728 -2.579  0.000
H 3.405 -0.575 -1.650  0.000
C 0.848 0.231 -4.407  0.002
H 0.191 1.054 -4.708  0.000
H 0.257 -0.693 -4.399  -0.001
H 1.649 0.128 -5.152  -0.001
C 2.492 2.084 -2.937  0.001
H 3.031 2.091 -3.893  -0.001
H 3.218 2.168 -2.119  -0.001
H 1.822 2.950 -2.897  -0.001
P 0.533 2.029 2.248  0.546
C 1.805 1.602 3.498  0.083
H 1.670 2.225 4.394  0.026
H 2.806 1.764 3.077  -0.003
H 1.708 0.540 3.754  -0.005
C 0.950 3.794 1.975  0.072
H 1.227 4.245 2.936  0.034
H 0.098 4.324 1.539  -0.005
H 1.791 3.860 1.273  -0.001
C -0.952 2.170 3.302  0.060
H -0.770 2.940 4.063  0.035
H -1.154 1.198 3.771  -0.008
H -1.810 2.446 2.680  0.002
Tc -0.047 0.675 -0.994  0.916
C 0.075 -1.231 -1.093  -0.011
O 0.264 -2.394 -1.190  0.070
C 1.536 0.713 0.082  -0.013
O 2.588 0.638 0.613  0.094
C -0.757 3.154 -1.380  -0.019
C -1.492 2.759 -0.256  0.057
C -2.341 1.644 -0.322  0.092
C -2.585 1.043 -1.567  -0.008
C -1.851 1.432 -2.692  -0.028
C -0.927 2.490 -2.605  0.041
H -0.090 4.012 -1.324  -0.001
H -1.462 3.354 0.655  0.010
H -2.890 1.327 0.568  0.002
H -3.391 0.320 -1.677  -0.003
H -2.030 0.942 -3.644  -0.002
H -0.391 2.835 -3.483  0.002
C 1.064 -3.667 3.258  0.000
C -0.073 -3.056 4.109  0.000
C -0.299 -1.655 3.535  0.010
O 0.573 -1.462 2.389  0.076
C 1.558 -2.518 2.371  0.003
H 1.863 -4.033 3.907  0.000
H 0.694 -4.499 2.645  0.000
H 0.241 -2.968 5.154  0.000
H -0.982 -3.667 4.077  0.000
H -1.338 -1.499 3.201  0.009
H -0.074 -0.881 4.293  0.004
H 2.508 -2.118 2.759  0.005
H 1.733 -2.815 1.329  0.003

E_LUMO (spin up / spin down)	-13.15 / -16.22	eV
charge	+4
expectation value of S²	3.769
2S+1	4
HOMO-LUMO gap (spin up / spin down)	0.2733 / 0.1524	hartree

no.,calculated total energy (eV)
1,-103273.79283
2,-96894.22212
3,-58605.73411